# 1
{
  "formula": "C44H44N6O3S3SiSr",
  "method": "ωB97M-V with the def2-TZVPD basis set",
  "species": ["Sr", "S", "S", "S", "Si", "O", "O", "O", "N", "N", "N", "N", "N", "N", "C", "C", "C", "C", "C", "C", "C", "C", "C", "C", "C", "C", "C", "C", "C", "C", "C", "C", "C", "C", "C", "C", "C", "C", "C", "C", "C", "C", "C", "C", "C", "C", "C", "C", "C", "C", "C", "C", "C", "C", "C", "C", "C", "C", "H", "H", "H", "H", "H", "H", "H", "H", "H", "H", "H", "H", "H", "H", "H", "H", "H", "H", "H", "H", "H", "H", "H", "H", "H", "H", "H", "H", "H", "H", "H", "H", "H", "H", "H", "H", "H", "H", "H", "H", "H", "H", "H", "H"],
  "positions_angstrom": [[0.2308, 0.9016, 0.2651], [2.6104, -0.3302, -1.3749], [5.6759, -1.4403, 2.3451], [-6.0346, 0.0310, 4.5052], [-1.6872, -1.4866, -1.0397], [-1.3856, 2.8671, 0.6847], [1.7375, 2.5795, 1.2107], [2.0309, 4.8060, 1.2095], [3.8419, -2.6345, -0.9249], [-1.3775, 0.0801, 2.3489], [1.2031, 2.7422, -1.4649], [1.2486, -0.6845, 2.2020], [-1.2749, 5.0589, 1.2783], [1.5953, -2.6199, -0.4887], [6.3248, -3.9022, 2.2139], [-0.1561, -3.4201, 4.2733], [-0.9972, -1.0516, 2.9809], [-2.6810, -0.8442, -3.7362], [0.3811, 1.7047, -3.4586], [0.2487, 1.6860, -4.8172], [-1.9219, -3.3844, -0.8004], [-5.6542, 0.8777, 2.1289], [-3.6218, -0.2569, 3.1418], [-3.4567, -0.8733, -0.6078], [-2.0596, 5.5170, 0.1490], [2.6805, -1.9595, -0.9117], [-1.6750, -1.4307, -2.9622], [6.8596, -2.6527, 2.1330], [1.0875, 2.7530, -2.8260], [2.5105, -1.0400, 2.1374], [2.3458, 4.8145, -2.9380], [-7.3355, 0.8070, 3.7141], [1.6563, 3.7772, -3.6114], [3.0247, -2.2111, 2.7320], [-6.9961, 1.2046, 2.4580], [-1.5945, -1.4817, -5.7893], [0.8191, 2.7095, -5.6060], [-0.5681, -2.0533, -5.0462], [-0.6471, 6.0689, 2.1099], [-1.4456, -3.0379, 4.3532], [0.7975, -2.6348, 3.5420], [-3.2356, -1.4123, 3.7761], [1.8971, 3.7093, 0.6611], [2.1486, -2.9964, 3.4447], [1.5872, -3.9911, -0.0339], [1.5086, 3.7314, -5.0175], [-5.0024, 0.2352, 3.1427], [-2.6456, -0.8647, -5.1268], [-1.8982, -1.8359, 3.7117], [1.8426, 3.7211, -0.8727], [4.4249, -2.6035, 2.5362], [0.3879, -1.4591, 2.8960], [5.0996, -2.0597, -1.3650], [-0.9728, 3.7726, 1.4228], [-0.6090, -2.0126, -3.6601], [-2.6296, 0.4587, 2.4366], [4.9245, -3.8740, 2.4456], [2.4287, 4.7974, -1.5799], [-2.8584, -3.7137, -1.2618], [-1.4264, 6.0782, -0.5420], [-0.0106, 5.5887, 2.8478], [1.9498, 4.5211, -5.6143], [3.1597, -0.3938, 1.5535], [-3.5210, -0.3627, -3.2478], [0.2685, -2.5233, -5.5502], [0.1849, -4.3262, 4.7589], [-8.2802, 0.9306, 4.2178], [-3.6905, -1.1263, 0.4307], [-2.4777, 4.6572, -0.3654], [0.5859, -4.2217, 0.3213], [-0.2919, 3.5594, 2.2538], [4.3070, -4.7584, 2.5262], [5.0543, -1.7842, -2.4183], [6.9050, -4.8075, 2.1118], [7.8899, -2.3811, 1.9705], [-2.8877, 1.3769, 1.9203], [-7.6776, 1.7069, 1.7877], [-2.1656, -3.6301, 4.9043], [0.7078, 2.6781, -6.6822], [-1.5688, -1.5103, -6.8718], [-1.9565, -3.6561, 0.2608], [-0.0074, 6.7068, 1.4991], [-2.8639, 6.1675, 0.4957], [-3.4469, -0.4045, -5.6934], [-0.0424, 0.9052, -2.8615], [3.8505, -3.5903, -0.6132], [5.8787, -2.8043, -1.2133], [5.3378, -1.1665, -0.7892], [-5.1975, 1.0731, 1.1688], [-3.5669, 0.2116, -0.7130], [0.7078, -2.1054, -0.5150], [0.2180, -2.4455, -3.1018], [2.9200, 5.5718, -1.0095], [-4.2133, -1.3527, -1.2377], [-1.1160, -3.9595, -1.2651], [-3.9602, -2.0157, 4.3113], [1.8327, -4.6917, -0.8386], [2.2856, -4.1431, 0.7957], [-0.2934, 0.8749, -5.2862], [2.4970, -3.8956, 3.9404], [2.7928, 5.6146, -3.5171], [-1.4095, 6.6754, 2.6021]],
  "lumo_ev": -0.67,
  "gap_ev": 5.42,
  "total_energy_ev": -102650.651,
  "homo_ev": -6.09,
  "relative_energy_kcal_mol": 0.3
}

=====

# 2
{
  "formula": "C44H46Cl2N4O8PS",
  "method": "ωB97M-V with the def2-TZVPD basis set",
  "species": ["Cl", "Cl", "S", "P", "O", "O", "O", "O", "O", "O", "O", "O", "N", "N", "N", "N", "C", "C", "C", "C", "C", "C", "C", "C", "C", "C", "C", "C", "C", "C", "C", "C", "C", "C", "C", "C", "C", "C", "C", "C", "C", "C", "C", "C", "C", "C", "C", "C", "C", "C", "C", "C", "C", "C", "C", "C", "C", "C", "C", "C", "H", "H", "H", "H", "H", "H", "H", "H", "H", "H", "H", "H", "H", "H", "H", "H", "H", "H", "H", "H", "H", "H", "H", "H", "H", "H", "H", "H", "H", "H", "H", "H", "H", "H", "H", "H", "H", "H", "H", "H", "H", "H", "H", "H", "H", "H"],
  "positions_angstrom": [[-0.1678, -6.1490, -3.5792], [0.4872, -4.7362, -6.3141], [-2.9842, -1.6842, -2.4668], [-0.2622, 1.2459, -5.9269], [-2.7670, 3.9699, 4.4326], [3.2130, -0.0637, 9.1855], [-3.1207, -3.0606, -2.0857], [-5.5011, 2.9959, -0.0756], [-1.6772, -1.0932, -2.4166], [3.5263, 2.6552, -4.3616], [0.5193, -0.9666, 4.6365], [-3.9640, -0.8190, -1.5809], [-1.0568, 1.1096, -7.2658], [-0.1850, -1.4944, -5.2821], [1.4878, 1.1116, -1.9040], [1.8788, -1.9047, -4.8159], [-1.7524, 2.0313, 2.6989], [1.1380, -0.7492, 5.6602], [0.4046, -3.8825, -4.8155], [-3.2145, 1.4684, 0.4030], [3.0879, -2.6599, -4.5042], [3.0714, -1.2852, 7.1747], [0.7155, 0.3213, 6.6054], [3.3026, -2.9076, -3.0046], [0.9824, 1.5480, 8.6635], [2.8263, 1.2035, -2.5091], [-0.3909, 1.0984, 6.2913], [2.3563, -1.5377, 6.0025], [-1.5991, -1.7818, -5.5922], [-6.1249, 6.3265, 3.5978], [0.1358, -4.4694, -3.6448], [2.9571, 0.3767, -4.9210], [-0.8062, 2.1008, 7.1509], [4.9726, -2.7384, -1.0818], [-4.5858, 4.5673, 3.0497], [-5.2891, 4.3234, 1.8661], [-4.8708, 3.2421, 0.9313], [2.6795, 1.5757, -3.9975], [2.7886, -2.5281, 5.1291], [-5.0125, 5.5657, 3.9156], [0.5079, -0.2887, -5.3588], [-6.8159, 6.0936, 2.4140], [4.7544, -2.6498, -2.5926], [1.7913, -0.5489, -5.0360], [2.6167, -0.2479, 8.1476], [3.9342, -3.2505, 5.4148], [-0.1210, 2.3207, 8.3411], [-3.3710, 3.7795, 3.3983], [-3.6489, -1.4236, -4.0930], [0.0902, -3.7745, -2.3260], [4.2237, -2.0087, 7.4536], [-2.6084, -0.7811, -5.0141], [-3.6412, 2.4674, 1.2701], [0.6720, -2.4504, -4.9541], [1.4097, 0.5518, 7.7952], [-6.4020, 5.0926, 1.5517], [-2.9156, 2.7397, 2.4288], [-2.0573, 0.7592, 0.6827], [-1.3218, 1.0448, 1.8297], [4.6560, -2.9860, 6.5737], [-0.4154, 0.4951, 2.0494], [-0.9228, 0.9150, 5.3685], [-1.0168, 1.6992, -4.8346], [5.2520, -3.7492, -0.7906], [-1.7171, -0.0125, 0.0030], [3.4127, 2.0023, -2.0497], [5.0215, -1.6447, -2.9369], [3.9439, -2.1285, -4.9095], [-1.0195, 0.1796, -7.6613], [-1.1878, 2.2575, 3.5925], [-6.9351, 4.9005, 0.6311], [2.6186, -2.3112, -2.3987], [1.5234, 1.7124, 9.5850], [0.8730, -4.1830, -1.6856], [0.2199, -2.6989, -2.4262], [4.2695, -4.0218, 4.7339], [-6.4545, 7.1054, 4.2721], [3.2025, 0.7517, -5.9160], [3.3338, 0.2468, -2.3846], [5.5557, -3.5460, 6.7911], [5.7921, -2.0846, -0.7881], [-1.6629, 2.7096, 6.8928], [1.6678, 1.9572, -4.1213], [-7.6806, 6.6943, 2.1657], [-0.4485, 3.0992, 9.0171], [2.2198, -2.7235, 4.2307], [5.3981, -3.3490, -3.1276], [3.0806, -3.9549, -2.7859], [3.8132, -0.1517, -4.5097], [-1.6952, -1.8313, -6.6748], [-4.5027, -0.7537, -4.0027], [0.7988, 2.1579, -6.0054], [-1.7966, -2.7800, -5.2068], [1.1472, 2.0467, -1.7129], [4.4429, 2.3581, -4.3610], [-4.0788, -1.2999, -0.7419], [1.5271, 0.6462, -1.0055], [-4.0312, -2.3756, -4.4550], [-3.1570, -0.3303, -5.8383], [4.0860, -2.4328, -0.5282], [4.7724, -1.7978, 8.3608], [-4.4659, 5.7408, 4.8316], [-2.1223, 0.0121, -4.4620], [-0.8693, -3.9581, -1.8475], [3.0441, -3.6036, -5.0453], [-3.7887, 1.2700, -0.4876]],
  "charge": 1,
  "lumo_ev": -2.64,
  "gap_ev": 8.44,
  "total_energy_ev": -113878.014,
  "homo_ev": -11.09
}

=====

# 3
{
  "formula": "C44H46GeN5O6PPtS2",
  "method": "ωB97M-V with the def2-TZVPD basis set",
  "species": ["Pt", "Ge", "S", "S", "P", "O", "O", "O", "O", "O", "O", "N", "N", "N", "N", "N", "C", "C", "C", "C", "C", "C", "C", "C", "C", "C", "C", "C", "C", "C", "C", "C", "C", "C", "C", "C", "C", "C", "C", "C", "C", "C", "C", "C", "C", "C", "C", "C", "C", "C", "C", "C", "C", "C", "C", "C", "C", "C", "C", "C", "H", "H", "H", "H", "H", "H", "H", "H", "H", "H", "H", "H", "H", "H", "H", "H", "H", "H", "H", "H", "H", "H", "H", "H", "H", "H", "H", "H", "H", "H", "H", "H", "H", "H", "H", "H", "H", "H", "H", "H", "H", "H", "H", "H", "H", "H"],
  "positions_angstrom": [[-0.1188, 2.4619, -0.3665], [-0.7587, -3.2179, 0.8707], [0.9868, -0.9386, -2.1034], [2.9434, 1.3079, -1.3363], [-0.4503, 4.2380, 1.1244], [-0.9197, 0.6525, -0.0600], [3.3150, 4.1484, 1.1519], [0.5723, 1.3938, -6.0691], [-2.9662, 1.0979, 0.6557], [1.0781, 2.3532, -4.1557], [1.8672, 3.2408, -0.3312], [-0.7291, 3.4272, -7.0669], [3.1699, -2.0981, -3.3278], [1.7600, -1.0210, -4.6213], [3.4558, 1.6124, 1.3207], [3.2437, -0.6055, 0.4181], [3.6911, 1.0875, 2.5221], [3.4265, -2.6827, -4.6622], [-1.8918, 5.2925, 1.0569], [-1.9361, 0.5015, 0.8147], [2.7496, -5.5439, 1.4443], [-3.5115, -2.3015, -2.1113], [3.6309, -5.1504, 0.4608], [1.0889, -3.9691, 0.6479], [-1.7128, -3.3366, -3.2550], [-0.2027, 3.7083, 2.8344], [-2.4047, -5.0159, 4.2699], [2.5213, -1.8446, -5.5930], [-0.1904, 2.8211, 5.4661], [-0.4584, 3.4700, -5.6481], [-2.9817, -2.8074, -3.2632], [0.4686, 2.3400, -5.1665], [3.2833, 0.7265, 0.2341], [-1.8430, 6.3021, 2.0068], [2.2056, 4.1744, 0.5734], [-3.0361, 4.9813, 0.2961], [-2.9844, -6.1798, 3.7678], [2.1281, -1.3284, -3.3741], [0.6828, 4.2601, 3.7771], [-1.0392, -3.4730, -2.0505], [1.1054, 5.1613, 0.8157], [1.4674, -4.9224, 1.5849], [0.7013, 3.7797, 5.0598], [3.3205, -4.0912, -0.3741], [-1.6136, -3.0336, -0.8625], [-4.1300, 5.7842, 0.4908], [2.0413, -3.5414, -0.2892], [3.5173, -0.2664, 2.7464], [-1.8451, -4.3922, 1.9791], [-4.0767, 6.9020, 1.3335], [3.3487, -1.0992, 1.6559], [-1.8376, -0.5638, 1.9255], [-1.7814, -4.1961, 3.3510], [-3.1003, -6.4095, 2.4092], [-2.8225, -2.3802, -0.9181], [-1.1431, 2.2930, 4.5747], [-0.6120, -1.5323, 1.8572], [-2.9474, 7.1549, 2.1164], [-2.4745, -5.5567, 1.5033], [-1.1297, 2.7528, 3.2856], [-3.3874, -1.9981, -0.0192], [3.1455, -2.1627, 1.6595], [-1.8807, 2.4202, 2.5615], [1.1507, -0.2952, -4.8888], [-0.1664, -1.7062, 2.8508], [3.4132, -2.6192, -2.5188], [0.1012, 1.6861, -6.8592], [4.4934, -2.6363, -5.0199], [-1.1549, -3.4377, 3.7982], [1.4353, 4.9533, 3.3658], [3.6608, -0.7054, 3.7161], [-2.3274, -4.7998, 5.3361], [-4.9752, 7.4813, 1.4539], [1.4164, 4.1496, 5.7793], [3.5369, 2.6141, 1.0869], [-3.5378, -2.7335, -4.2182], [-1.3639, 3.3740, -5.0224], [-0.9758, 6.3411, 2.6336], [-2.8831, 7.8799, 2.9369], [-1.3592, -3.8475, -4.1383], [-1.7121, 3.3773, -7.3660], [1.2604, 5.7683, 1.6930], [3.8663, 1.8713, 3.2735], [-0.0935, -4.0388, -2.0558], [1.8923, -2.5362, -6.0986], [3.0403, -6.4062, 2.0477], [2.9967, -3.6682, -4.6636], [-3.0461, 4.3145, -0.6109], [-4.5452, -1.9129, -2.1914], [-0.2560, 4.1096, -7.5783], [-2.8041, -1.0912, 1.9313], [0.1330, -0.9731, 1.3138], [-5.0016, 5.6058, -0.1282], [-3.6705, -7.2808, 2.1573], [-2.4562, -5.7863, 0.4653], [4.0280, -3.7536, -1.1541], [-0.1561, 2.4967, 6.5485], [1.7188, -2.7476, -0.9717], [-1.8867, 1.5782, 4.8984], [-3.4316, -6.9182, 4.4307], [0.8615, -5.2782, 2.3721], [-1.7964, -0.0677, 2.9171], [0.0059, 4.4179, -5.2937], [3.0662, -1.1980, -6.2265], [0.9564, 5.8446, 0.0113], [4.5679, -5.6128, 0.3883]],
  "charge": 2,
  "spin_multiplicity": 5,
  "lumo_ev": [-5.42, -8.01],
  "gap_ev": [7.20, 4.60],
  "total_energy_ev": -156814.427,
  "homo_ev": [-12.62, -12.62],
  "s_squared": 6.02,
  "relative_energy_kcal_mol": 51.7
}

=====

# 4
{
  "formula": "C44H47Br2MoN2O6Se",
  "method": "ωB97M-V with the def2-TZVPD basis set",
  "species": ["Mo", "Br", "Br", "Se", "O", "O", "O", "O", "O", "O", "N", "N", "C", "C", "C", "C", "C", "C", "C", "C", "C", "C", "C", "C", "C", "C", "C", "C", "C", "C", "C", "C", "C", "C", "C", "C", "C", "C", "C", "C", "C", "C", "C", "C", "C", "C", "C", "C", "C", "C", "C", "C", "C", "C", "C", "C", "H", "H", "H", "H", "H", "H", "H", "H", "H", "H", "H", "H", "H", "H", "H", "H", "H", "H", "H", "H", "H", "H", "H", "H", "H", "H", "H", "H", "H", "H", "H", "H", "H", "H", "H", "H", "H", "H", "H", "H", "H", "H", "H", "H", "H", "H", "H"],
  "positions_angstrom": [[-1.3367, 0.1161, 0.0527], [0.9296, 1.5880, 0.7644], [-3.9861, -6.1493, -0.5072], [-2.7667, 1.9167, 4.0610], [-0.5962, -0.7520, 4.0545], [-2.9072, -0.2068, -2.5174], [0.3770, -1.4846, 0.7551], [-1.9089, 2.4071, 1.6769], [-1.5089, -0.3232, 2.0735], [-0.1847, 0.1598, -1.6996], [-2.3779, 1.7254, 0.6718], [-2.7713, 0.5096, -1.3306], [-4.2291, 6.3660, 4.5179], [-3.3137, -4.3709, -0.4036], [-0.2313, -3.2939, 2.2620], [5.8132, 1.5642, -3.7045], [-1.1985, -3.6451, 3.1949], [0.3176, -1.8659, 2.1416], [3.0835, 0.8053, -3.2024], [-1.7461, -2.7079, -1.0824], [1.0630, 0.5619, -1.8922], [6.1058, 1.2835, -1.2561], [-3.3928, -2.1796, 0.5571], [3.0999, 1.6424, -0.9994], [-3.5283, 2.0966, 0.0750], [-1.6317, -4.9616, 3.2932], [-3.3633, 3.7120, 4.2147], [-4.3663, 3.2167, 0.5909], [4.3358, -1.7964, 3.7464], [-0.6504, -0.8885, 2.8507], [1.2142, -0.3204, -4.3827], [1.9651, -2.0953, 4.0641], [-2.2423, -4.0045, -1.1930], [0.3130, -4.2889, 1.4542], [-2.4514, 4.7411, 4.4715], [4.1117, -1.5160, 2.4087], [-3.7520, 1.3699, -1.0969], [1.3233, 0.6592, -5.5610], [-2.2952, -1.7705, -0.2017], [3.7875, 1.4373, -2.1903], [-4.9306, 1.5013, -2.0021], [-0.2449, -0.7732, -4.3377], [-1.1072, -5.9411, 2.4639], [-4.7156, 4.0462, 4.0941], [5.2723, 3.4504, -2.1831], [5.2280, 1.9240, -2.3396], [-2.8794, 6.0525, 4.6209], [2.8172, -1.5251, 1.8980], [-5.1453, 5.3569, 4.2501], [2.0625, -1.5683, -4.6773], [1.7601, 0.3638, -3.1088], [-0.1268, -5.5998, 1.5425], [3.2537, -2.0839, 4.5707], [-3.9011, -3.4684, 0.4693], [1.7978, 1.2187, -0.8806], [1.7335, -1.8133, 2.7194], [0.7486, 1.5647, -5.3565], [0.1530, -2.2545, 0.2113], [6.1189, 0.1966, -1.3645], [7.1329, 1.6507, -1.3325], [-1.9859, -0.4242, -2.7264], [-5.4281, 3.2603, 3.8766], [1.6922, -2.0691, -5.5760], [-1.7961, -4.7152, -1.8767], [-5.5035, 2.3898, -1.7419], [-0.4813, -1.2642, -5.2854], [-4.7422, -3.7722, 1.0789], [3.4137, -2.2964, 5.6206], [1.1141, -4.0479, 0.7612], [6.8441, 1.9215, -3.7628], [-4.5641, 7.3879, 4.6466], [-0.9173, 0.0757, -4.2218], [2.3543, 0.9526, -5.7627], [-5.3739, 2.8740, 0.8398], [-3.8501, -1.4838, 1.2526], [5.8227, 0.4841, -3.8667], [-0.9132, -2.4275, -1.7250], [-1.4002, 4.4945, 4.5452], [4.8562, 3.7648, -1.2247], [6.3032, 3.8107, -2.2410], [-2.1562, 6.8344, 4.8196], [-2.3917, -5.2167, 4.0213], [4.9419, -1.2799, 1.7543], [5.2535, 2.0291, -4.5187], [-4.6191, 1.5674, -3.0441], [3.5682, 2.1292, -0.1526], [2.0047, -2.2732, -3.8447], [0.2970, -6.3551, 0.8925], [0.9231, 0.1964, -6.4675], [-1.6182, -2.8887, 3.8457], [5.7404, 1.5137, -0.2541], [5.3422, -1.7925, 4.1461], [-5.5841, 0.6297, -1.9158], [1.1272, -2.3084, 4.7141], [4.6925, 3.9339, -2.9723], [3.1137, -1.3236, -4.8355], [-1.4670, -6.9602, 2.5233], [3.5910, 0.6331, -4.1407], [-3.9050, 3.6130, 1.4894], [-6.1985, 5.5928, 4.1548], [-4.4561, 4.0284, -0.1367], [-0.4235, -1.4880, -3.5354], [2.6483, -1.2861, 0.8574]],
  "charge": -1,
  "spin_multiplicity": 3,
  "lumo_ev": [2.15, 2.06],
  "gap_ev": [6.17, 5.83],
  "total_energy_ev": -268943.720,
  "homo_ev": [-4.02, -3.77],
  "s_squared": 2.13,
  "relative_energy_kcal_mol": 35.5
}